Entry 1:
The following is a DFT calculation (ωB97M-V/def2-TZVPD) of a molecular structure, C11H23BrNO2P2Tb.

As for the HOMO energy (spin up / spin down): -14.2 / -14.2 eV. As for the multiplicity: 7. Its total charge is +2. The calculation puts the energy relative to the best compared isomer or geometry (same formula, charge and spin) at 418.1 kJ/mol. As for the expectation value of S²: 12.70. Its LUMO energy (spin up / spin down) is -8.943 / -8.683 eV.

Last column: Mulliken spin population.
Element x y z (Å)
Tb: 0.4361 -0.9745 -0.6960  6.0455
P: -1.5967 -1.2345 1.4651  -0.0243
C: -2.6950 -1.0797 0.0310  0.0193
C: -2.6302 0.2302 -0.6788  -0.0089
N: -1.3859 0.7437 -0.9908  -0.0035
C: -1.3286 1.9271 -1.6566  0.0025
C: -2.4792 2.6786 -2.0039  -0.0024
C: -3.7408 2.1472 -1.6922  0.0017
C: -3.7983 0.9103 -1.0431  -0.0043
C: 0.0299 2.4959 -2.0511  -0.0019
P: 1.3750 1.1787 -2.0447  -0.0149
H: -4.7584 0.4241 -0.7854  -0.0001
H: -2.3693 3.6442 -2.5107  0.0002
H: -4.6487 2.6964 -1.9223  0.0000
H: 0.0300 2.9637 -3.0556  0.0000
H: 0.3644 3.2741 -1.3437  -0.0004
H: -2.0792 -1.9075 -0.8152  -0.0037
H: -3.6817 -1.4893 0.1668  -0.0004
H: 0.9447 -2.5652 -3.2783  0.0028
O: -1.2029 -2.3282 -1.5254  0.0050
H: -1.4643 -2.6066 -2.4088  -0.0023
H: 2.1093 -1.9311 -1.0120  0.0147
O: 1.8352 -2.6097 -3.7639  -0.0023
H: 2.3390 -3.1022 -3.0383  0.0005
C: 1.4843 0.8903 -3.8574  0.0008
H: 1.8441 1.8072 -4.3528  -0.0002
H: 2.1473 0.0352 -4.0546  0.0001
H: 0.4943 0.6205 -4.2513  -0.0007
C: 2.8572 2.1981 -1.7650  -0.0026
H: 3.6793 1.5446 -1.4456  -0.0001
H: 3.1620 2.7279 -2.6765  -0.0004
H: 2.6836 2.9307 -0.9648  0.0006
C: -2.3770 -0.0187 2.5843  -0.0033
H: -3.3669 -0.3916 2.8935  -0.0020
H: -1.7294 0.1390 3.4553  0.0006
H: -2.4943 0.9395 2.0633  0.0004
C: -2.1375 -2.8376 2.1677  -0.0027
H: -1.4126 -3.1568 2.9271  0.0000
H: -3.1364 -2.7306 2.6184  -0.0008
H: -2.1634 -3.6049 1.3817  0.0005
Br: 3.0019 -1.8486 0.2041  -0.0129

Forces on atoms 1 to 2 (eV/Å):
Tb -5.5 0.4 1.1
P -1.2 0.2 -0.3

---

Entry 2:
The following is a DFT calculation (ωB97M-V/def2-TZVPD) of 2 unconnected molecules or ions with the total composition C4H7NO2.

As for the HOMO energy: -9.0 eV. As for the multiplicity: 1. The calculation puts the energy relative to the best compared isomer or geometry (same formula, charge and spin) at 485.1 kJ/mol. Its LUMO energy is 0.162 eV.

Last column: Löwdin charge in e.
Element x y z (Å)
C: -2.0087 0.6847 0.0267  0.0035
C: -0.7475 -0.0506 0.3880  -0.3762
O: -0.4197 -0.9858 -0.6567  -0.0540
C: 0.8794 -0.9578 -0.9345  -0.0615
C: 1.4092 0.2586 -0.2112  -0.4674
N: 2.5745 0.7253 -0.2750  0.1693
O: 0.3533 0.8240 0.4672  0.0371
H: -2.2596 1.4139 0.8011  0.0921
H: -2.8334 -0.0247 -0.0814  0.0930
H: -1.8550 1.2060 -0.9221  0.0988
H: -0.8216 -0.6247 1.3234  0.1651
H: 1.5217 -2.0351 -0.5529  0.0645
H: 1.5531 -1.9976 0.3260  0.1668
H: 2.6545 1.5637 0.3015  0.0691

Forces on atoms 1 to 2 (eV/Å):
C 0.0 0.0 0.0
C -0.2 0.0 0.1

---

Entry 3:
The following is a DFT calculation (ωB97M-V/def2-TZVPD) of 2 unconnected molecules or ions with the total composition C21H23BNO5.

As for the HOMO energy: -10.5 eV. As for the multiplicity: 1. Its total charge is +1. The calculation puts the energy relative to the best compared isomer or geometry (same formula, charge and spin) at 50.3 kJ/mol. Its LUMO energy is -5.727 eV.

Last column: Löwdin charge in e.
Element x y z (Å)
C: -6.0179 -0.1151 -0.0807  -0.0162
C: -4.8352 -0.9329 0.1494  -0.3324
C: -4.6971 -2.2812 0.3436  -0.0107
C: -3.3040 -2.5221 0.5627  -0.0109
C: -2.6717 -1.2950 0.5153  -0.1236
B: -1.1173 -0.9422 0.5095  -0.7171
N: -0.7443 -0.6470 -1.0499  -0.1263
C: -1.4930 -1.3374 -2.1126  0.0339
C: -0.8518 0.8425 -1.1420  0.0343
C: -0.7847 1.3507 0.2832  -0.4172
O: -0.7012 2.5145 0.6253  0.1194
O: -0.7993 0.3176 1.1819  0.1821
C: 0.6648 -1.1430 -1.0585  0.0067
C: 0.7342 -2.2262 -0.0096  -0.4346
O: 1.5700 -3.1064 0.0597  0.1195
O: -0.2504 -2.0715 0.9105  0.2040
O: -3.6135 -0.3211 0.2366  0.0551
H: -6.8548 -0.7994 -0.2547  0.0938
H: -6.2488 0.4949 0.8037  0.0967
H: -5.9095 0.5432 -0.9515  0.0907
H: -5.4992 -3.0135 0.3575  0.1179
H: -2.8237 -3.4799 0.7384  0.1211
H: -0.9301 -1.2426 -3.0477  0.1140
H: -1.6176 -2.3990 -1.8721  0.1299
H: -2.4697 -0.8635 -2.2493  0.1185
H: -0.0381 1.2658 -1.7525  0.1553
H: -1.8217 1.1371 -1.5711  0.1625
H: 0.9824 -1.5159 -2.0388  0.1608
H: 1.3573 -0.3287 -0.8018  0.1009
C: 3.2193 -0.6438 1.2820  -0.0900
C: 3.0678 -1.0774 2.7908  -0.0970
C: 2.2114 0.0054 3.3772  0.0932
C: 1.7657 0.8784 2.4043  0.0155
C: 2.3103 0.5423 1.1424  -0.0808
C: 2.5401 1.4578 0.0401  -0.1921
C: 2.1454 2.8141 0.1336  0.0019
C: 2.3410 3.6790 -0.9313  -0.0355
C: 2.9152 3.2189 -2.1171  -0.0268
C: 3.4091 1.9124 -2.1951  -0.0435
C: 3.2877 1.0637 -1.1037  -0.0172
H: 4.2606 -0.3249 1.1016  0.1526
H: 3.0214 -1.4569 0.5813  0.1111
H: 2.6684 -2.0976 2.9038  0.1428
H: 4.0758 -1.0753 3.2238  0.1364
H: 1.9162 0.0106 4.4274  0.1409
H: 1.1440 1.7579 2.5661  0.1307
H: 1.7077 3.1754 1.0767  0.1259
H: 2.0492 4.7305 -0.8171  0.1294
H: 3.0639 3.9145 -2.9533  0.1272
H: 3.9198 1.5645 -3.0847  0.1172
H: 3.7455 0.0682 -1.1333  0.1301

Forces on atoms 1 to 2 (eV/Å):
C -0.8 0.5 0.0
C 0.9 -1.3 0.2

---

Entry 4:
The following is a DFT calculation (ωB97M-V/def2-TZVPD) of a single C2H2Cl2NO2P molecule.

As for the HOMO energy: -10.4 eV. As for the multiplicity: 1. The calculation puts the energy relative to the best compared isomer or geometry (same formula, charge and spin) at 9.9 kJ/mol. Its LUMO energy is -1.520 eV.

Last column: Löwdin charge in e.
Element x y z (Å)
C: 1.3261 -1.9205 1.3630  -0.4006
C: -0.8531 1.6418 -0.1656  -0.6242
N: 0.8982 -1.7330 0.2589  -0.0177
O: 1.9925 -2.2029 2.2942  0.1567
O: -1.1477 -0.9975 -1.3286  -0.3871
P: -0.1020 -0.4075 -0.5146  0.3535
Cl: -2.4141 1.5567 0.5494  0.5770
Cl: 1.4641 0.2443 -1.6670  0.3074
H: -0.2149 2.0896 0.5018  -0.0148
H: -0.9490 1.7292 -1.2915  0.0499

Forces on atoms 1 to 2 (eV/Å):
C 2.7 -0.7 1.9
C -1.2 -4.1 -1.9

---

Entry 5:
The following is a DFT calculation (ωB97M-V/def2-TZVPD) of 2 unconnected molecules or ions with the total composition C8H14O2.

As for the HOMO energy: -7.4 eV. As for the multiplicity: 1. The calculation puts the energy relative to the best compared isomer or geometry (same formula, charge and spin) at 460.0 kJ/mol. Its LUMO energy is 0.322 eV.

Last column: Löwdin charge in e.
Element x y z (Å)
C: -2.4649 -0.9457 0.7681  -0.0188
C: -1.6341 0.0710 0.0022  -0.4669
C: -2.4743 1.1488 -0.6619  -0.0287
C: -0.3185 0.5471 0.5529  -0.0224
C: 0.4216 -0.5225 1.3079  -0.0246
C: 0.6084 -0.8935 -0.1239  -0.1439
O: 2.6047 -0.3289 -0.7914  -0.2565
C: 1.8660 -1.4727 -0.7131  -0.4009
C: -0.4893 -0.3959 -0.8535  0.0276
H: -1.9207 -1.8715 0.9839  0.0863
H: -2.8164 -0.5106 1.7140  0.0991
H: -3.3427 -1.2116 0.1647  0.0918
H: -3.0681 1.6754 0.0971  0.0944
H: -1.8532 1.8846 -1.1888  0.0947
H: -3.1662 0.6943 -1.3838  0.0930
H: 0.0789 1.5563 0.4320  0.1720
H: 1.3749 -0.2230 1.7494  0.1394
H: -0.1788 -1.1549 1.9642  0.1214
H: 2.2207 -2.2153 0.0398  0.1121
H: 1.6215 -1.9542 -1.6832  0.1086
H: -0.3860 -0.1049 -1.9007  0.1659
O: 4.5355 2.3554 0.1063  -0.1089
H: 4.1236 1.4431 0.2603  0.0469
H: 4.6576 2.4291 -0.8426  0.0182

Forces on atoms 1 to 2 (eV/Å):
C 0.0 -0.1 0.1
C 0.6 0.6 0.2

---

Entry 6:
The following is a DFT calculation (ωB97M-V/def2-TZVPD) of a molecular structure, C22H16BaF9N2STe.

As for the HOMO energy: -4.5 eV. As for the multiplicity: 1. Its total charge is -1. The calculation puts the energy relative to the best compared isomer or geometry (same formula, charge and spin) at 0.0 kJ/mol. Its LUMO energy is 2.376 eV.

Last column: Löwdin charge in e.
Element x y z (Å)
Ba: 0.1248 -1.4846 0.5022  1.5284
C: 0.5877 -0.8232 -3.2047  -0.1188
N: 1.4063 -0.8978 -1.9988  -0.3773
C: 2.5059 -1.8384 -2.1946  -0.1118
C: 1.8853 0.4530 -1.6709  -0.2417
C: 2.8908 0.5140 -0.5346  -0.2746
N: 2.3582 -0.0812 0.6801  -0.1715
C: 3.0979 0.0079 1.7942  -0.2236
C: 2.5469 -0.4542 3.0185  -0.1599
F: 1.2745 -0.9637 2.9771  -0.0635
C: 3.1735 -0.4027 4.2340  -0.2375
F: 2.5212 -0.8604 5.3201  0.0765
C: 4.4522 0.1092 4.3707  0.0313
C: 5.0371 0.5592 3.2033  -0.2351
F: 6.2889 1.0600 3.2541  0.0687
C: 4.4134 0.5182 1.9740  -0.1411
F: 5.1307 0.9767 0.9161  0.0516
H: 1.1739 -0.4434 -4.0566  0.0901
H: -0.2638 -0.1650 -3.0340  0.0441
H: 0.2137 -1.8124 -3.4657  0.0693
H: 2.1026 -2.8027 -2.5028  0.0736
H: 3.0486 -1.9921 -1.2626  0.0757
H: 3.2115 -1.4843 -2.9628  0.0947
H: 1.0095 1.0618 -1.4251  0.0810
H: 2.3546 0.9038 -2.5618  0.1232
H: 3.1284 1.5777 -0.4077  0.1208
H: 3.8223 0.0366 -0.8593  0.1046
H: 4.9613 0.1474 5.3202  0.1211
F: -7.1763 -1.0090 0.8880  0.1030
C: -5.9498 -0.6215 0.5081  -0.1538
C: -4.8390 -0.9786 1.2484  -0.1709
F: -4.9834 -1.7337 2.3455  0.1081
C: -3.5880 -0.5749 0.8332  -0.2632
F: -2.5359 -0.9958 1.5793  -0.0371
C: -3.3516 0.1974 -0.3024  -0.6110
S: -1.7641 0.7058 -0.7940  0.4807
C: -4.5037 0.5301 -1.0217  -0.2536
F: -4.4074 1.2591 -2.1408  0.0713
C: -5.7714 0.1362 -0.6356  -0.1545
F: -6.8400 0.4884 -1.3646  0.1047
Te: 0.6033 -4.8835 0.3190  0.4651
C: -1.2669 -4.2019 -0.4198  -0.8415
C: -2.4432 -4.3078 0.3319  -0.1749
C: -3.6424 -3.7854 -0.1330  -0.0992
C: -3.6995 -3.1171 -1.3500  -0.1016
C: -2.5441 -2.9930 -2.1071  -0.0915
C: -1.3508 -3.5428 -1.6520  -0.2422
H: -2.4123 -4.8053 1.2933  0.0882
H: -4.5376 -3.8826 0.4708  0.1042
H: -4.6299 -2.6827 -1.6949  0.1021
H: -2.5669 -2.4608 -3.0507  0.1065
H: -0.4547 -3.4694 -2.2570  0.0629

Forces on atoms 1 to 2 (eV/Å):
Ba -0.2 -0.1 0.0
C 0.0 0.0 0.0